(1)
Formula: C27H51Br3CaClF5LiN4O14S
Source: OMol25
Level of theory: ωB97M-V/def2-TZVPD

Summary:
net charge = +1
molar mass = 1105.0 g/mol
LUMO = -5.504 eV
HOMO level = -6.7 eV
HOMO-LUMO gap = 1.22 eV
strongest force on any atom = 3.80 eV Å⁻¹

Element x y z (Å)
H  -6.075  -0.911  3.530
Ca  4.901  -7.343  2.229
C  3.350  1.619  -2.559
C  1.419  1.669  2.753
H  -0.815  0.996  1.378
H  6.535  -1.865  0.757
H  4.422  1.857  -2.456
H  -11.039  1.813  -4.476
O  3.407  2.253  5.118
H  -9.814  2.629  -3.485
C  -5.984  3.224  -1.402
H  -10.198  2.772  -6.521
H  -3.669  1.839  -2.380
H  -6.336  5.539  -0.326
H  3.827  -1.860  -2.257
F  -1.435  -1.313  -2.233
H  2.283  3.475  -2.403
C  -1.143  -1.644  -0.968
C  -10.004  2.146  -4.446
O  2.563  4.207  4.751
N  -0.664  0.471  2.229
Cl  0.992  -2.711  -2.560
H  2.524  -2.581  1.467
H  5.343  3.823  5.811
O  -0.271  -2.391  -0.672
H  6.943  -0.277  0.078
N  -1.804  -1.471  1.389
C  3.173  3.181  -0.475
H  -3.105  -1.066  -0.211
H  -6.996  4.871  1.173
H  -5.288  4.606  0.784
C  -4.323  1.045  -2.748
H  5.210  -0.691  0.422
Li  5.960  5.770  3.682
H  -0.022  0.285  4.766
C  2.072  -5.946  -1.130
C  1.703  -0.576  1.794
H  2.395  1.627  3.286
C  -1.176  -0.810  2.320
O  1.588  -6.666  1.358
F  1.706  -7.138  -1.628
O  5.968  -1.623  -1.233
H  -3.871  0.614  -3.640
F  3.009  -5.458  -1.935
O  7.989  -9.158  2.156
H  2.855  4.227  -0.312
Br  -6.959  -2.121  1.564
H  6.232  -0.544  -2.945
Br  -5.803  -3.236  4.326
C  0.378  -0.424  4.018
F  1.020  -5.147  -1.213
H  2.128  -0.125  -2.907
C  1.835  -2.074  2.160
O  3.845  -7.033  0.510
Br  -3.935  -1.499  2.394
H  -5.679  2.365  -3.801
C  -2.045  -0.927  0.061
C  3.001  0.122  -2.280
C  4.109  -0.882  -2.688
C  6.186  -1.087  0.055
H  -2.108  -2.425  1.551
H  8.327  -9.032  1.253
H  8.484  -9.901  2.519
O  -7.040  0.853  -5.464
H  4.774  5.080  4.667
N  -0.841  -1.234  3.600
H  1.472  2.165  -1.530
O  -6.666  3.480  -0.278
H  1.163  3.342  1.394
H  1.419  -0.465  0.733
H  0.785  2.363  3.344
H  4.144  -1.042  -3.778
O  -6.367  2.033  -1.853
H  -0.471  -2.186  3.645
O  -9.108  1.044  -4.594
C  -6.290  4.698  0.364
C  0.713  0.283  2.688
H  5.540  0.375  -1.512
C  4.861  4.008  4.854
O  -5.159  3.945  -1.901
H  3.746  2.474  1.576
C  -9.640  3.025  -5.617
H  -9.770  4.084  -5.405
O  -8.261  2.712  -5.824
H  5.390  3.503  4.042
C  -5.708  1.575  -3.052
H  2.211  -2.262  3.177
H  -1.829  0.147  -0.036
H  0.860  -2.570  2.002
H  3.148  1.242  0.403
H  -6.319  0.775  -3.451
H  2.718  0.011  -1.216
O  3.063  -4.784  1.023
H  2.699  -0.128  1.938
H  -4.370  0.281  -1.967
C  1.553  2.312  1.325
C  5.512  -0.551  -2.106
C  2.460  2.607  -1.738
S  2.679  -6.108  0.598
H  4.255  3.215  -0.712
C  3.015  2.275  0.771
F  7.633  -7.404  0.427
C  -8.040  1.476  -5.310
H  1.181  -0.962  4.529
N  3.485  3.440  4.914
H  0.943  1.793  0.565
H  3.087  1.805  -3.618
C  -5.748  -1.813  3.029

Atoms 1-6, force components in eV/Å:
0.045 -0.045 -0.030
2.561 -0.370 -0.851
-1.040 -0.334 -0.309
-1.149 0.578 0.173
0.171 -0.201 0.001
-0.212 0.095 -0.502

(2)
Formula: C20H52BO18P4
Source: OMol25
Level of theory: ωB97M-V/def2-TZVPD

Summary:
net charge = -1
molar mass = 715.3 g/mol
LUMO = 1.889 eV
HOMO level = -4.2 eV
HOMO-LUMO gap = 6.12 eV
strongest force on any atom = 3.69 eV Å⁻¹

Element x y z (Å)
H  -3.229  -3.139  -3.149
C  3.806  -2.274  -1.619
H  -7.010  0.695  -2.200
H  -1.027  -2.148  0.789
H  -1.580  -4.633  0.243
P  4.107  -0.179  -3.102
O  1.084  0.157  2.687
C  -6.840  0.615  -3.277
O  3.175  -1.315  -2.440
C  6.064  0.029  2.586
P  -1.459  -1.230  5.511
H  -0.706  3.744  4.862
C  2.125  -0.014  -4.773
H  -4.681  -2.314  -3.756
O  -6.300  1.833  -3.741
P  -3.413  -2.490  -0.505
H  1.787  0.639  -5.582
O  7.330  -0.040  3.332
H  -7.126  -0.306  -6.177
H  -1.642  4.767  2.414
O  -3.760  -1.813  0.783
H  -2.947  -1.723  3.931
H  2.543  -0.925  -5.210
H  1.061  3.105  4.479
C  -6.109  4.422  -4.964
H  6.140  -0.779  1.717
C  7.829  1.290  3.716
O  -2.547  0.059  5.985
H  3.036  -2.860  -1.109
H  4.433  -1.786  -0.868
C  -0.399  2.867  2.702
C  3.048  -1.685  2.465
C  -2.635  -4.733  0.514
H  7.478  2.171  3.032
H  5.033  -0.068  4.638
H  -2.890  -5.796  0.542
O  -3.442  -4.101  -0.455
H  8.442  1.104  5.958
H  9.019  1.258  3.618
O  4.972  -0.994  -4.193
H  -7.166  4.191  -5.124
H  -7.797  0.421  -3.769
H  0.794  -1.902  2.545
H  7.549  2.741  5.561
C  0.113  -0.446  4.750
O  -2.268  -2.311  4.390
H  1.265  -0.269  -4.146
C  -1.203  1.513  3.159
H  -1.256  -0.551  0.016
C  7.547  1.571  5.334
H  0.581  2.653  2.064
H  -4.851  -3.815  -2.819
C  -1.014  -1.603  -0.158
H  -3.476  -0.093  5.639
H  -8.338  0.520  -7.178
H  0.438  0.314  5.592
H  -6.637  0.492  -7.702
H  3.274  -1.142  1.431
H  4.412  -2.947  -2.231
C  -7.301  0.549  -6.835
O  -4.379  -2.133  -1.741
C  -1.358  3.834  1.733
H  -5.922  4.569  -3.897
C  6.345  -1.182  -3.908
H  -1.807  1.774  4.133
O  -7.082  1.766  -6.147
H  -2.017  1.303  2.313
H  6.887  -0.248  -4.077
O  4.913  0.622  -2.128
B  1.587  -1.206  3.062
C  4.719  -0.228  3.497
H  -5.869  5.349  -5.492
H  6.486  -1.512  -2.875
H  -0.985  -0.664  2.801
H  3.961  0.633  3.255
O  -5.275  3.393  -5.450
O  1.301  -1.329  4.505
H  2.920  -2.837  2.178
O  -1.939  -2.159  -1.071
H  0.461  4.772  3.667
H  6.566  1.052  5.708
O  -4.699  0.841  -5.564
H  -2.809  -4.302  1.503
H  -0.011  -1.671  -0.587
O  4.167  -1.588  3.415
H  5.895  1.065  2.020
H  -2.317  3.270  1.359
H  6.741  -1.950  -4.577
H  -6.149  -0.211  -3.465
C  -0.280  0.163  3.272
C  0.142  3.709  4.039
C  -4.270  -2.894  -2.924
H  -0.703  4.155  0.794
O  3.081  0.676  -3.999
P  -5.743  1.867  -5.254

Atoms 1-6, force components in eV/Å:
-0.107 0.030 -0.006
0.381 -0.600 0.604
0.115 0.101 -0.236
0.136 0.237 -0.035
-0.029 -0.004 0.101
0.198 1.006 1.203

(3)
Formula: C4H5F2N3O2
Source: OMol25
Level of theory: ωB97M-V/def2-TZVPD

Summary:
net charge = 0
SMILES = C=NC(=O)NC(=O)NC(F)F
molar mass = 165.1 g/mol
LUMO = -0.093 eV
HOMO level = -10.8 eV
HOMO-LUMO gap = 10.72 eV
strongest force on any atom = 3.27 eV Å⁻¹

Element x y z (Å)
H  -3.703  0.536  -0.698
N  0.197  1.528  0.338
C  2.284  -1.026  0.225
N  1.892  0.109  0.555
O  -1.749  2.256  -0.753
O  0.227  -0.125  2.014
C  0.684  0.419  1.020
H  -1.293  -0.188  1.112
C  -3.136  -0.205  0.058
H  1.501  -1.886  0.073
H  0.788  1.865  -0.442
N  -1.865  0.309  0.413
F  -3.119  -1.411  -0.551
H  3.394  -1.169  -0.021
F  -3.885  -0.467  1.170
C  -1.222  1.427  -0.089

Atoms 1-6, force components in eV/Å:
1.313 -1.445 2.005
-2.494 -0.531 -1.046
0.051 -1.987 -1.195
2.720 0.040 -0.178
0.089 0.776 -0.986
-0.516 0.381 -0.599

(4)
Formula: C32H30AgI2N6O3S
Source: OMol25
Level of theory: ωB97M-V/def2-TZVPD

Summary:
net charge = -1
molar mass = 940.4 g/mol
LUMO = 2.400 eV
HOMO level = -4.1 eV
HOMO-LUMO gap = 6.50 eV
strongest force on any atom = 0.47 eV Å⁻¹

Element x y z (Å)
C  -2.257  1.328  0.317
N  0.108  1.599  0.885
O  3.225  -1.389  -1.265
O  0.563  -0.183  -2.603
H  -2.511  2.195  -2.137
C  -2.361  0.126  -5.485
C  5.247  -1.611  0.284
H  -0.283  -4.517  -3.711
C  -1.465  2.787  2.214
C  7.584  -1.183  0.606
H  -1.772  -1.343  2.161
C  -1.145  1.939  1.154
H  -0.074  -0.879  6.074
H  4.720  -1.844  2.770
C  -1.513  0.724  -3.304
I  1.459  -1.866  -5.104
C  -0.339  -0.092  -3.475
H  1.974  -3.702  -0.860
H  -1.666  -4.721  -2.620
C  -1.646  1.517  -2.035
H  1.681  3.202  3.377
C  0.856  2.873  2.761
C  2.633  -1.636  2.405
H  4.698  -3.665  0.049
C  -1.097  -1.078  4.208
C  1.579  -4.342  -1.645
H  -2.992  2.126  0.106
C  1.090  2.058  1.668
H  -1.127  -1.196  -6.650
H  -0.680  3.893  3.874
H  2.091  1.736  1.400
C  0.009  -1.040  5.005
O  3.605  0.366  0.444
H  9.532  -3.741  -0.137
N  -1.799  0.663  -0.865
H  1.862  -5.381  -1.457
H  8.392  -0.476  0.762
H  -2.771  0.600  0.953
C  -0.600  -4.898  -2.738
C  -0.449  -3.235  -1.026
I  -3.844  0.296  -6.948
H  -2.093  -0.944  4.609
Ag  0.722  -0.529  -0.237
H  9.999  -2.225  0.637
H  9.417  -3.576  1.610
H  -3.344  1.453  -4.111
H  4.586  -1.453  5.185
C  1.363  -1.424  3.041
N  0.253  -1.446  2.265
C  9.282  -3.045  0.665
H  1.992  -4.008  -2.599
H  6.052  0.340  0.554
C  7.872  -2.538  0.524
C  3.672  -1.440  4.603
H  -2.323  -0.175  -1.072
H  7.021  -4.491  0.249
C  6.280  -0.716  0.487
C  -0.453  3.249  3.033
N  2.638  -1.889  1.041
C  5.517  -2.972  0.199
H  2.402  -1.068  6.288
S  3.561  -1.047  0.097
H  -0.757  2.140  -1.883
C  6.817  -3.428  0.318
H  -0.412  -5.973  -2.689
N  -0.967  -2.362  -0.465
C  -0.914  -1.295  2.825
C  1.290  -1.229  4.438
C  -0.278  -0.766  -4.737
C  -1.245  -0.666  -5.715
N  0.122  -4.238  -1.663
C  3.752  -1.658  3.213
C  -2.480  0.819  -4.284
C  2.472  -1.226  5.218
H  -2.499  3.059  2.389

Atoms 1-6, force components in eV/Å:
0.007 -0.006 0.036
0.153 -0.115 0.099
-0.022 -0.016 -0.046
0.194 -0.054 0.040
0.027 0.019 0.009
0.047 0.015 0.075